(1)
ORCA calculation (ωB97M-V/def2-TZVPD) on a 2-piece molecular cluster, C2H3ClO overall in a non-equilibrium geometry.

Properties
Structure (SMILES) = C=C=O.Cl
DFT total energy = -16691.4631 eV
ΔE to the lowest compared entry with this formula, charge and spin = 23.44 kcal/mol
Net charge = 0
Strongest force on any atom = 1.3 eV/Å

Cartesian coordinates (Å):
Cl 2.376 0.340 -0.707
O -0.125 1.534 0.800
C -1.439 -0.429 0.240
C -0.722 0.576 0.582
H -1.070 -0.916 -0.650
H -2.299 -0.673 0.821
H 3.280 -0.432 -1.087

---

(2)
ORCA calculation (ωB97M-V/def2-TZVPD) on C31H35F9N4OOsP2 as an isolated structure in a non-equilibrium geometry.

Properties
Spin multiplicity = 5
DFT total energy = -86203.7526 eV
Net charge = +2
Strongest force on any atom = 4.2 eV/Å
⟨S²⟩ = 6.042

Cartesian coordinates (Å):
Os 0.279 -0.500 3.508
P -1.911 -0.599 -2.788
P 1.425 -1.018 -2.996
F 1.769 1.942 7.307
F -0.783 -1.048 8.744
F 1.515 0.444 8.892
F 2.529 -0.076 7.000
F 0.577 -2.131 7.380
F -1.070 1.526 8.539
F -1.435 -1.601 6.712
F -2.172 0.890 6.743
F -0.669 2.470 6.606
O 0.363 0.170 5.516
N -2.134 1.167 -2.915
N -3.517 -0.994 -3.443
N 2.092 -2.315 -4.086
N 2.813 0.008 -3.227
C 3.315 0.550 -4.416
C 4.681 1.173 -2.712
C 1.288 -2.167 4.024
C 2.288 -3.630 -3.647
C -1.920 1.968 -1.789
C -4.081 -2.267 -3.236
C 0.239 0.596 0.780
C -0.577 2.427 3.504
C -0.385 -1.170 7.450
C -2.235 2.029 -4.010
C 0.944 2.419 3.268
C -2.149 3.346 -3.570
C -1.257 0.472 1.179
C -1.942 3.305 -2.152
C -0.955 1.287 7.209
C -5.263 -2.357 -3.959
C -5.420 -1.120 -4.679
C 1.515 0.634 7.544
C 3.656 0.402 -2.182
C 2.412 -2.266 -5.447
C -4.322 -0.325 -4.374
C -1.542 0.158 2.625
C 4.473 1.257 -4.129
C -1.002 -0.778 -4.411
C 0.141 0.202 6.844
C 1.257 0.282 1.849
C 2.738 -4.397 -4.722
C -1.244 1.090 3.661
C 1.549 1.058 3.036
C 0.420 -0.218 -4.348
C 2.802 -3.535 -5.868
H 1.437 2.873 4.144
H 0.860 -2.511 4.981
H 2.339 -1.357 -6.023
H 0.869 -0.359 -5.339
H -1.743 1.428 0.945
H -4.067 0.659 -4.729
H -0.990 -1.861 -4.619
H -1.871 1.004 4.544
H -3.581 -2.964 -2.577
H -1.749 1.500 -0.840
H 2.542 0.920 3.485
H 2.795 0.433 -5.355
H 5.075 1.782 -4.851
H 2.982 -5.446 -4.696
H -2.404 -0.492 2.816
H 3.413 0.103 -1.172
H -1.817 4.142 -1.482
H -2.357 1.656 -5.016
H 2.087 -3.882 -2.616
H 3.083 -3.795 -6.876
H 2.095 -0.337 1.499
H 0.413 0.857 -4.117
H -0.752 2.952 4.452
H 0.405 1.592 0.341
H 2.350 -1.914 4.178
H -6.235 -0.848 -5.332
H -5.941 -3.196 -3.972
H 1.131 -2.969 3.284
H 5.481 1.637 -2.153
H -1.073 3.050 2.738
H -1.559 -0.289 -5.226
H 0.442 -0.131 -0.026
H 1.186 3.081 2.424
H -2.214 4.232 -4.181
H -1.730 -0.306 0.554

---

(3)
ORCA calculation (ωB97M-V/def2-TZVPD) on an isolated ion of composition C6H12N3O and charge +1.

Properties
Structure (SMILES) = C/C=[NH+]/CC1=C([O-])NC[NH2+]1
DFT total energy = -12926.1344 eV
ΔE to the lowest compared entry with this formula, charge and spin = 78.01 kcal/mol
Net charge = +1
Strongest force on any atom = 1.0 eV/Å

Cartesian coordinates (Å):
O 0.527 1.552 1.323
N -1.846 0.782 0.190
N 2.026 -0.184 1.185
N 0.683 -1.864 0.468
C 0.792 0.411 1.003
C -1.547 -0.567 0.625
C -0.049 -0.556 0.305
C -0.780 2.369 -1.309
C 2.116 -1.451 0.531
C -1.228 1.025 -0.945
H 2.842 0.348 1.437
H -1.831 1.508 0.898
H -0.085 2.339 -2.144
H -1.245 0.251 -1.698
H -2.095 -1.293 0.017
H -1.804 -0.717 1.680
H -0.316 2.844 -0.440
H 0.402 -2.332 1.342
H -1.629 2.992 -1.607
H 0.503 -2.510 -0.306
H 2.492 -1.376 -0.504
H 2.729 -2.164 1.091

---

(4)
ORCA calculation (ωB97M-V/def2-TZVPD) on a 8-piece molecular cluster, C12H24Cl2F9N3O12S3 overall in a non-equilibrium geometry.

Properties
DFT total energy = -123884.3114 eV
Net charge = -2
Strongest force on any atom = 3.5 eV/Å

Cartesian coordinates (Å):
Cl 1.722 -1.449 -2.791
Cl -1.334 -1.949 2.342
S -2.927 3.441 5.430
S -3.585 -2.517 -2.299
S 3.681 1.277 2.635
F 6.250 2.063 2.783
F 5.194 3.032 1.215
F -5.094 -0.907 -3.908
F 5.829 0.976 0.926
F -0.717 4.758 4.568
F -0.379 2.724 5.404
F -0.836 4.381 6.749
F -3.459 0.109 -3.038
F -5.210 -0.399 -1.797
O -3.568 4.662 5.849
O -1.895 -5.991 -0.888
O -2.350 -2.644 -3.101
O -0.219 2.182 -0.607
O -3.169 3.043 4.066
O 2.941 2.419 3.141
O -3.330 -2.432 -0.863
O 2.151 3.044 -5.485
O 2.871 0.536 1.608
O 4.248 0.407 3.677
O -3.139 2.296 6.350
O -4.547 -3.544 -2.704
N 0.189 0.648 1.190
N 2.969 1.170 -4.307
N -0.446 -4.671 0.473
C 4.354 1.734 -3.867
C 0.721 2.406 -3.673
C -0.362 1.031 -0.170
C -0.341 1.684 2.238
C 0.113 -3.876 -0.707
C -3.000 -5.021 0.958
C -4.412 -0.831 -2.767
C 5.343 1.857 1.812
C 1.970 2.321 -4.536
C -1.066 3.885 5.520
C -1.801 -5.360 0.141
C -1.034 -0.077 -0.936
H -0.502 -3.994 1.228
H -2.790 -5.312 1.989
H 4.807 2.148 -4.765
H -1.426 1.608 2.278
H 4.889 0.859 -3.499
H -0.019 2.706 2.050
H 0.309 3.405 -3.803
H 0.043 1.571 -3.848
H -0.684 -1.006 -0.493
H -0.529 -2.996 -0.703
H -0.794 -0.047 -1.998
H -3.201 -3.949 0.922
H -0.195 -0.239 1.513
H 4.205 2.398 -3.018
H 0.076 1.405 3.204
H 0.058 -4.401 -1.658
H 3.224 0.623 -5.122
H 1.197 0.483 1.246
H 0.223 -5.380 0.751
H -3.871 -5.601 0.661
H -2.109 0.068 -0.821
H 2.609 0.458 -3.674
H 1.130 -3.585 -0.450
H 1.027 2.356 -2.626

---

(5)
ORCA calculation (ωB97M-V/def2-TZVPD) on a 2-piece molecular cluster, C3H10N4O overall in a non-equilibrium geometry.

Properties
Structure (SMILES) = [H]/N=N\OC.C=NNC
DFT total energy = -11276.7820 eV
ΔE to the lowest compared entry with this formula, charge and spin = 124.96 kcal/mol
Net charge = 0
Strongest force on any atom = 2.2 eV/Å

Cartesian coordinates (Å):
O 0.229 -1.490 1.400
N -0.772 0.307 -1.373
N 0.856 -0.203 1.560
N 0.382 -0.326 -1.596
N 2.036 -0.189 1.759
C 1.512 0.155 -1.257
C -0.870 1.704 -0.994
C -1.173 -1.431 1.440
H -1.544 -2.298 0.897
H -1.504 -0.046 -1.976
H -0.344 1.854 -0.050
H -1.921 1.944 -0.853
H -1.530 -1.455 2.472
H 1.695 1.164 -0.891
H 2.552 -1.077 1.668
H -1.531 -0.509 0.973
H -0.439 2.375 -1.748
H 2.365 -0.477 -1.431